(1)
Entry from the OMol25 dataset: a molecular structure, C11F39Hf2N5O23PS11 (ωB97M-V with the def2-TZVPD basis set).

Positions of all 92 atoms, in Å:
Hf  -0.173  3.439  2.989
Hf  -0.142  -2.492  -2.211
C  2.938  0.218  3.658
F  3.478  -0.427  4.667
F  3.846  0.650  2.808
F  2.071  -0.570  3.055
S  1.983  1.729  4.296
O  0.519  1.532  4.198
O  2.392  2.068  5.630
O  2.092  2.762  3.272
P  0.603  0.612  0.143
F  1.319  1.539  -0.950
F  -0.804  1.180  -0.307
F  0.403  -0.618  -1.007
F  -0.039  -0.276  1.288
F  2.069  0.072  0.485
F  0.767  1.868  1.298
C  -0.171  5.045  -1.385
F  -0.524  3.834  -1.730
F  0.988  5.394  -1.876
F  -1.060  5.900  -1.883
S  -0.444  5.311  0.508
O  -0.821  6.652  0.813
O  -1.327  4.252  0.938
N  0.907  4.691  1.439
S  2.111  5.821  1.186
O  1.847  6.891  0.261
O  2.594  6.235  2.478
C  3.497  4.737  0.508
F  3.826  3.861  1.448
F  3.087  4.051  -0.575
F  4.521  5.495  0.142
C  2.475  0.290  -4.274
F  1.524  0.483  -5.161
F  3.635  0.604  -4.753
F  2.107  0.943  -3.210
S  2.576  -1.580  -3.776
O  3.723  -2.161  -4.383
O  2.375  -1.704  -2.341
N  1.038  -2.367  -4.109
S  0.962  -2.686  -5.748
O  -0.422  -2.825  -6.083
O  1.730  -1.777  -6.549
C  1.719  -4.442  -5.932
F  1.203  -5.203  -4.982
F  1.353  -4.887  -7.115
F  3.031  -4.412  -5.908
C  -0.389  -5.255  1.274
F  0.209  -6.056  0.399
F  -1.693  -5.282  1.132
F  -0.061  -5.580  2.492
S  0.171  -3.462  0.931
O  -0.995  -2.742  0.407
O  0.787  -2.893  2.082
N  1.023  -3.551  -0.616
S  2.554  -3.984  -0.180
O  3.452  -2.861  -0.242
O  2.603  -4.748  1.042
C  3.162  -5.075  -1.622
F  4.393  -5.447  -1.331
F  2.359  -6.140  -1.715
F  3.148  -4.390  -2.761
C  -3.506  -0.669  -4.457
F  -4.654  -0.958  -3.919
F  -3.062  -1.708  -5.116
F  -3.619  0.377  -5.234
S  -2.210  -0.208  -3.123
O  -0.924  -0.506  -3.745
O  -2.323  1.108  -2.607
N  -2.210  -1.540  -1.961
S  -3.384  -1.006  -0.940
O  -2.882  -0.674  0.359
O  -4.429  -0.185  -1.459
C  -4.293  -2.633  -0.575
F  -3.386  -3.603  -0.329
F  -5.046  -2.533  0.505
F  -5.033  -3.035  -1.618
C  -2.446  -0.251  3.954
F  -3.102  -1.166  3.290
F  -2.976  -0.191  5.148
F  -1.179  -0.517  4.036
S  -2.701  1.409  3.037
O  -1.571  1.632  2.144
O  -4.045  1.439  2.557
N  -2.118  2.703  4.060
S  -3.366  3.021  5.064
O  -3.692  4.417  5.013
O  -4.464  2.102  5.133
C  -2.525  2.772  6.760
F  -2.340  3.938  7.363
F  -3.288  2.014  7.501
F  -1.328  2.185  6.609

Atomic forces in eV per Å
0.7477 -5.7228 -2.7522
2.0584 4.0084 1.7470
-0.4970 -0.0951 -0.1155
0.1016 0.3541 0.0125
0.0204 -0.0310 0.2258
-0.0147 0.0455 0.0176
-0.1568 0.5700 2.6934
-2.3458 -0.0092 -0.1985
0.3515 -0.7061 -1.3150
0.3717 2.9950 -1.5355
0.9519 1.7041 0.9533
-0.6438 -0.0503 0.1567
0.2126 -0.1806 0.0789
-0.3987 -1.6873 -1.1515
0.2283 -0.1862 -0.7399
-0.7984 -0.3012 0.1428
-0.1469 0.4337 -0.0407
-0.9830 1.2021 -1.0564
0.4474 -0.2633 0.5289
0.3606 -0.6405 0.6979
-0.3543 0.0066 0.2309
1.8472 0.3497 1.3051
0.2725 -0.9298 -0.6449
-1.5390 -1.9105 1.5915
-1.7091 2.3412 -1.6162
3.1335 1.5235 2.1754
-0.6501 -1.7139 -0.1493
-0.4231 -0.7740 -0.3527
-0.3106 -0.4726 -0.7558
0.1517 0.4789 -0.2594
-0.1006 0.2981 0.4191
-0.4236 -0.1815 0.5681
-1.4117 -0.5901 -0.4261
0.0162 -0.2553 -0.5521
0.4742 0.2543 0.1955
0.7825 0.2149 0.7128
-1.1583 -1.5388 0.5046
-0.6621 0.5158 0.1199
-0.5390 0.6166 0.7430
1.6971 0.3269 -0.7489
-1.2470 -0.2140 -1.6995
-0.0915 -0.5243 0.6573
0.2860 -0.6206 1.1952
-0.0973 1.1361 -0.7528
0.1092 -0.2845 0.4299
-0.4103 -0.0160 -0.0485
0.0327 -0.0369 0.6309
0.6757 -0.0596 -0.0665
-0.4676 0.0603 0.0571
-0.1349 -0.0507 -0.2285
0.1433 0.0636 0.1890
-1.3259 1.4748 -0.8860
0.4043 -0.6651 -0.9330
0.0859 -0.7870 -0.9724
-1.2924 -0.2078 1.3586
4.5669 0.6773 -0.3426
-1.0538 -0.6792 -0.0822
-1.2700 -0.0482 -1.1746
-0.5197 -0.1064 1.0349
-0.3949 0.1004 -0.1240
0.2310 0.2031 -0.2609
-0.1463 -0.2485 0.1418
-0.2734 0.2216 0.2768
-0.4381 -0.1241 0.2513
0.5174 -0.2632 -0.0992
0.2599 0.3125 -0.1752
1.5295 -0.4808 -0.0346
0.6707 -1.2795 0.2079
-0.6646 -0.5882 -0.2073
0.0011 2.0365 -2.2420
-2.6906 -2.1346 5.0821
0.6536 0.0702 -0.8611
0.8763 0.0267 -1.2163
0.3840 -0.6781 -0.3532
-0.0462 0.1820 -0.3165
0.0635 0.4945 -0.4040
0.2471 0.4093 0.3341
-0.6559 0.0366 0.2363
0.0579 -0.2250 -0.8291
0.0174 0.5212 0.6647
0.5957 -0.1028 -0.2540
0.5075 1.5182 0.2315
1.1079 0.3423 -0.9726
1.4442 0.0211 0.3357
-1.8331 -1.4206 -0.9656
-1.1540 2.5152 3.7395
0.7207 -0.2238 -0.5085
1.0881 -0.3254 -1.0427
0.2512 0.2231 -0.4314
-0.0085 0.0748 -0.1768
-0.2690 -0.3188 0.2730
-0.0041 -0.0071 -0.0760

Calculated values
- HOMO energy (eV) = -13.99
- largest force on an atom (hartree/bohr) = 0.1243
- orbital gap (eV) = 7.67
- total charge = +1

---

(2)
Entry from the OMol25 dataset: 2 unconnected molecules or ions with the total composition C2H9NO2 (ωB97M-V with the def2-TZVPD basis set).

Positions of all 14 atoms, in Å:
N  -2.002  -0.853  0.264
C  -0.624  -0.358  0.194
C  -0.674  1.129  0.460
O  0.581  1.791  0.296
H  -2.157  -1.335  1.141
H  -2.312  -1.322  -0.566
H  -0.179  -0.483  -0.792
H  -0.025  -0.883  0.940
H  -1.197  1.395  1.378
H  -1.283  1.510  -0.357
H  1.116  1.696  1.090
O  2.250  -1.360  -1.117
H  2.788  -0.893  -1.768
H  2.907  -1.652  -0.469

Atomic forces in eV per Å
0.3112 0.4808 0.3168
-0.3753 -0.0718 0.4722
0.1448 0.5517 -0.9083
-0.0544 -0.0319 0.2888
-0.2884 -0.2382 -0.6322
-0.0842 -0.4363 0.2006
0.0333 -0.2998 0.1039
0.3505 0.0292 -0.1591
0.1873 -0.1137 0.2702
-0.1849 0.2721 0.0694
-0.0836 -0.1115 -0.0030
0.5433 -0.0752 0.1149
-0.1918 0.0280 -0.0215
-0.3078 0.0167 -0.1129

Calculated values
- HOMO energy (eV) = -8.90
- largest force on an atom (hartree/bohr) = 0.0209
- orbital gap (eV) = 9.64
- SMILES = NCCO.O

---

(3)
Entry from the OMol25 dataset: 2 unconnected molecules or ions with the total composition C5H13N2S (ωB97M-V with the def2-TZVPD basis set).

Positions of all 21 atoms, in Å:
C  -0.370  -1.770  -0.178
C  -0.893  -2.924  -1.050
S  -0.857  -4.542  -0.199
C  -1.453  -1.214  0.765
N  -0.432  1.893  1.130
C  0.789  1.508  0.925
C  1.755  2.238  0.016
N  1.062  3.141  -0.878
H  0.411  -2.186  0.454
H  -0.061  -0.962  -0.852
H  -0.429  -2.908  -2.028
H  -1.965  -2.752  -1.220
H  -2.176  -0.641  0.188
H  -1.833  -2.006  1.400
H  -0.924  -0.525  1.429
H  1.181  0.574  1.374
H  -0.437  1.502  0.087
H  2.331  1.489  -0.542
H  2.452  2.732  0.689
H  0.211  3.423  -0.395
H  1.640  3.931  -1.114

Atomic forces in eV per Å
-1.1374 -0.5108 -0.1002
-0.9453 -0.1068 0.6610
0.3130 -0.0145 -0.1080
1.5822 0.2126 0.0013
0.7172 -1.2850 -1.2255
0.1055 -0.1362 0.7776
-0.1308 -0.7637 -0.7887
-0.0765 -0.3348 0.2008
0.5544 0.2463 -0.2367
0.5162 0.1525 0.1704
0.4003 -0.2365 -0.2293
0.1187 0.3017 -0.2389
-0.4559 -0.2023 0.2334
-0.5215 -0.1791 -0.2693
-0.4637 0.1793 0.1286
0.4725 0.5012 0.6269
-1.2674 1.5150 0.1313
0.0483 0.0810 0.0116
0.2214 0.0708 0.3914
0.0646 0.3196 -0.1262
-0.1158 0.1897 -0.0113

Calculated values
- HOMO energy (eV) = -2.15
- largest force on an atom (hartree/bohr) = 0.0385
- orbital gap (eV) = 4.97
- total charge = -1

---

Q: Among the records above, which one has the lowest HOMO energy?
A: C11F39Hf2N5O23PS11

---

Q: The highest HOMO energy belongs to which entry?
A: C5H13N2S

---

Q: The highest orbital gap belongs to which entry?
A: C2H9NO2

---

Q: Look up the HOMO energy of the third one.
A: -2.15 eV